[1]
{
  "formula": "C26H31NO4",
  "method": "ωB97M-V/def2-TZVPD",
  "elements": ["C", "O", "C", "C", "C", "C", "C", "C", "N", "C", "C", "C", "C", "C", "C", "O", "C", "C", "C", "C", "C", "C", "C", "C", "O", "C", "C", "C", "C", "O", "C", "H", "H", "H", "H", "H", "H", "H", "H", "H", "H", "H", "H", "H", "H", "H", "H", "H", "H", "H", "H", "H", "H", "H", "H", "H", "H", "H", "H", "H", "H", "H"],
  "positions_angstrom": [[-0.830, -4.018, 0.666], [-0.287, -3.206, -0.352], [0.805, -2.433, -0.048], [1.823, -2.406, -0.990], [2.975, -1.671, -0.782], [3.141, -0.953, 0.391], [4.396, -0.167, 0.641], [4.264, 1.266, 0.098], [3.404, 2.077, 0.941], [4.153, 2.817, 1.931], [2.464, 2.904, 0.192], [1.292, 2.065, -0.243], [0.243, 1.842, 0.629], [-0.816, 1.021, 0.275], [-0.834, 0.389, -0.956], [-1.811, -0.451, -1.392], [-2.728, -0.941, -0.442], [-3.783, 0.054, -0.023], [-4.417, -0.076, 1.207], [-5.398, 0.822, 1.587], [-5.751, 1.863, 0.744], [-5.121, 1.999, -0.481], [-4.145, 1.097, -0.865], [0.224, 0.619, -1.860], [0.126, -0.028, -3.055], [1.217, 0.034, -3.935], [1.261, 1.459, -1.496], [2.110, -0.939, 1.318], [0.937, -1.651, 1.114], [-0.122, -1.635, 1.989], [0.001, -0.888, 3.173], [-1.362, -3.437, 1.424], [-0.050, -4.609, 1.157], [-1.528, -4.687, 0.165], [1.687, -2.986, -1.889], [3.759, -1.681, -1.526], [5.237, -0.651, 0.140], [4.607, -0.125, 1.710], [3.836, 1.206, -0.903], [5.266, 1.717, 0.012], [3.464, 3.286, 2.632], [4.788, 2.127, 2.486], [4.794, 3.599, 1.491], [2.942, 3.387, -0.676], [2.106, 3.692, 0.859], [0.244, 2.320, 1.597], [-1.631, 0.881, 0.968], [-2.197, -1.321, 0.439], [-3.210, -1.789, -0.943], [-4.138, -0.886, 1.867], [-5.886, 0.712, 2.544], [-6.515, 2.566, 1.043], [-5.393, 2.809, -1.142], [-3.650, 1.197, -1.819], [1.376, 1.050, -4.315], [2.136, -0.324, -3.459], [0.962, -0.620, -4.767], [2.060, 1.657, -2.193], [2.235, -0.339, 2.204], [-0.948, -1.008, 3.695], [0.169, 0.171, 2.961], [0.810, -1.268, 3.806]],
  "forces_ev_per_angstrom": [[-0.206, -0.265, 0.242], [0.053, 0.507, -0.084], [0.107, -0.060, 0.001], [-0.238, -0.049, 0.132], [0.050, 0.032, 0.087], [0.070, -0.118, 0.033], [-0.074, 0.277, -0.265], [0.175, -0.257, 0.159], [-0.028, 0.143, 0.041], [0.004, 0.027, -0.029], [-0.062, -0.179, 0.021], [-0.169, 0.197, -0.029], [0.135, 0.096, -0.115], [-0.132, -0.109, -0.063], [0.202, 0.082, -0.133], [0.095, 0.101, -0.159], [-0.164, -0.300, 0.158], [0.030, 0.049, -0.092], [0.098, -0.047, -0.126], [-0.083, 0.007, 0.084], [-0.082, 0.066, 0.053], [-0.040, 0.044, -0.037], [0.058, -0.083, -0.016], [-0.256, -0.151, -0.027], [-0.238, 0.023, 0.381], [0.184, 0.050, -0.157], [-0.028, -0.007, -0.110], [-0.060, -0.063, 0.068], [-0.160, -0.178, -0.011], [0.118, -0.170, -0.505], [0.017, 0.109, 0.194], [0.052, -0.087, -0.101], [-0.017, 0.024, -0.016], [0.047, -0.025, 0.053], [-0.037, -0.103, -0.093], [0.107, -0.016, -0.079], [0.043, -0.050, 0.065], [0.104, -0.017, 0.033], [0.066, 0.024, -0.021], [-0.082, 0.052, -0.070], [0.033, 0.035, 0.065], [0.067, 0.027, 0.077], [0.028, -0.008, 0.015], [-0.023, 0.032, 0.070], [0.038, 0.004, -0.060], [0.004, 0.061, 0.132], [-0.071, -0.039, 0.042], [-0.022, 0.019, -0.082], [0.106, 0.081, 0.120], [0.047, -0.082, 0.092], [-0.036, -0.005, 0.072], [-0.053, 0.057, 0.025], [-0.019, 0.066, -0.049], [0.063, 0.027, -0.080], [0.009, -0.046, 0.034], [-0.014, 0.027, 0.000], [0.059, 0.052, 0.026], [0.081, -0.017, -0.098], [-0.036, 0.070, 0.132], [0.074, 0.044, 0.006], [0.021, -0.013, 0.023], [-0.013, 0.034, -0.031]],
  "mulliken_charge": [-0.754, -0.435, 0.098, -0.626, -0.463, 0.375, -1.479, -0.741, 0.594, -1.298, -1.910, 0.370, -1.246, -0.347, 1.188, -0.434, -0.559, 0.290, -0.232, -0.685, -0.407, -0.707, -0.153, 0.495, -0.478, -0.927, -0.057, -0.102, 0.779, -0.348, -1.005, 0.203, 0.327, 0.285, 0.463, 0.464, 0.495, 0.363, 0.233, 0.499, 0.382, 0.296, 0.393, 0.314, 0.618, 0.428, 0.414, 0.076, 0.485, 0.425, 0.389, 0.386, 0.385, 0.398, 0.342, 0.318, 0.272, 0.369, 0.239, 0.276, 0.302, 0.362],
  "smiles": "COc1ccc(CCN(C)Cc2ccc(OCc3ccccc3)c(OC)c2)cc1OC",
  "total_charge": 0,
  "relative_energy_ev": 2.169,
  "lumo_ev": 0.74,
  "multiplicity": 1,
  "largest_force_ev_per_a": 0.5
}

[2]
{
  "formula": "C26H32Br2F3N3S5Sr",
  "method": "ωB97M-V/def2-TZVPD",
  "elements": ["Sr", "C", "C", "S", "C", "C", "S", "C", "C", "S", "C", "C", "S", "H", "H", "H", "H", "H", "H", "H", "H", "H", "H", "H", "H", "H", "H", "H", "H", "Br", "C", "C", "C", "N", "C", "C", "C", "C", "C", "Br", "C", "C", "N", "H", "H", "H", "H", "H", "H", "C", "S", "C", "H", "H", "H", "H", "H", "H", "F", "C", "F", "F", "C", "C", "C", "N", "C", "C", "H", "H", "H", "H"],
  "positions_angstrom": [[1.047, -0.157, 0.361], [1.620, 3.414, 0.502], [2.693, 2.800, -0.389], [3.583, 1.420, 0.405], [4.363, 0.698, -1.074], [4.770, -0.754, -0.869], [3.418, -1.935, -0.567], [3.027, -2.526, -2.241], [2.336, -1.539, -3.181], [0.665, -1.139, -2.577], [0.463, 0.582, -3.126], [-0.789, 1.115, -2.434], [0.044, 2.472, 0.550], [1.410, 4.412, 0.118], [1.997, 3.554, 1.517], [3.411, 3.544, -0.740], [2.204, 2.398, -1.282], [5.246, 1.287, -1.323], [3.659, 0.791, -1.904], [5.434, -0.848, -0.009], [5.331, -1.107, -1.736], [2.409, -3.412, -2.083], [3.952, -2.873, -2.702], [2.256, -1.972, -4.179], [2.907, -0.614, -3.260], [0.425, 0.647, -4.213], [1.336, 1.137, -2.772], [-0.829, 0.772, -1.394], [-1.723, 0.853, -2.935], [-0.041, 0.475, 7.340], [0.533, 0.137, 5.592], [1.395, 1.012, 4.953], [1.758, 0.720, 3.652], [1.341, -0.360, 2.987], [0.533, -1.217, 3.628], [0.094, -0.996, 4.925], [0.125, -2.440, 2.878], [-0.222, -3.606, 3.548], [-0.595, -4.714, 2.805], [-1.065, -6.307, 3.665], [-0.609, -4.634, 1.421], [-0.237, -3.435, 0.846], [0.130, -2.357, 1.541], [1.766, 1.899, 5.445], [2.423, 1.387, 3.117], [-0.588, -1.679, 5.409], [-0.182, -3.665, 4.625], [-0.895, -5.478, 0.811], [-0.248, -3.327, -0.234], [-1.281, 3.521, -3.789], [-0.709, 2.901, -2.205], [-2.122, 3.172, -1.141], [-2.241, 3.081, -4.048], [-0.527, 3.284, -4.537], [-1.365, 4.603, -3.700], [-2.265, 4.248, -1.065], [-1.840, 2.761, -0.168], [-3.003, 2.690, -1.561], [-6.292, 0.820, -1.280], [-5.986, 0.082, -0.198], [-6.712, -1.038, -0.253], [-6.351, 0.769, 0.885], [-4.508, -0.235, -0.196], [-3.681, 0.155, 0.841], [-2.332, -0.157, 0.749], [-1.794, -0.810, -0.283], [-2.614, -1.188, -1.269], [-3.971, -0.928, -1.272], [-4.066, 0.689, 1.697], [-1.665, 0.140, 1.554], [-2.161, -1.732, -2.091], [-4.595, -1.264, -2.088]],
  "forces_ev_per_angstrom": [[-0.336, -0.995, 0.499], [0.080, -0.037, 0.124], [-0.101, 0.017, -0.308], [0.035, 0.123, -0.116], [0.034, 0.019, -0.026], [0.025, -0.030, 0.059], [0.030, 0.063, -0.163], [-0.010, 0.035, -0.036], [-0.006, 0.002, 0.062], [0.162, -0.139, -0.118], [0.058, 0.002, 0.172], [0.087, 0.273, 0.007], [1.719, -0.157, 1.056], [-0.057, 0.010, -0.009], [-0.021, 0.015, -0.007], [0.092, -0.003, 0.221], [0.055, 0.030, -0.032], [0.000, 0.002, 0.009], [0.021, 0.020, 0.025], [0.001, 0.015, 0.001], [0.003, -0.002, 0.014], [-0.003, 0.008, -0.021], [-0.002, 0.005, 0.021], [0.007, -0.017, 0.027], [-0.009, -0.013, -0.036], [-0.088, -0.003, 0.048], [0.004, 0.056, -0.126], [-0.141, 0.109, -0.510], [0.085, 0.026, -0.004], [0.002, -0.001, -0.007], [-0.009, 0.002, 0.028], [0.023, 0.011, -0.007], [0.005, 0.023, 0.007], [-0.092, 0.077, -0.041], [0.040, -0.081, 0.038], [0.020, -0.013, -0.013], [0.023, -0.046, 0.022], [0.001, 0.039, -0.013], [-0.005, -0.025, -0.009], [0.004, 0.009, 0.000], [-0.001, -0.010, 0.008], [-0.011, 0.011, -0.057], [0.063, 0.032, 0.106], [0.002, 0.000, 0.003], [-0.009, 0.009, -0.005], [-0.007, -0.010, 0.005], [-0.004, 0.000, 0.010], [0.001, 0.000, 0.000], [0.004, -0.005, 0.000], [-0.332, -0.158, -0.042], [0.196, 0.316, 0.043], [-0.841, -0.047, -0.453], [-0.012, 0.070, -0.112], [0.014, -0.011, 0.006], [-0.006, 0.000, 0.001], [-0.010, 0.004, 0.022], [-0.579, 0.351, -0.532], [-0.109, 0.078, -0.207], [0.034, 0.002, 0.020], [-0.137, 0.016, -0.012], [0.055, 0.019, 0.007], [0.044, -0.014, -0.007], [-0.007, 0.006, 0.018], [-0.002, 0.022, -0.005], [-0.105, -0.102, 0.052], [0.021, 0.229, 0.268], [-0.010, -0.196, 0.034], [0.022, -0.046, 0.017], [-0.012, 0.003, 0.007], [0.000, -0.003, -0.013], [0.007, 0.010, -0.012], [-0.005, -0.004, -0.009]],
  "mulliken_charge": [0.817, -0.783, 0.021, -0.070, -0.161, -0.950, 0.168, -0.927, -0.644, 0.103, -0.781, 0.935, -0.227, 0.459, 0.434, 0.600, -0.491, 0.517, -0.204, 0.468, 0.481, 0.448, 0.512, 0.496, 0.290, 0.534, -0.007, -1.423, 0.839, -0.095, -0.154, -0.853, -0.180, 0.029, 0.555, -0.658, 0.111, -0.736, -0.287, -0.091, -0.870, -0.542, 0.709, 0.462, 0.409, 0.511, 0.571, 0.497, 0.429, -1.209, 0.427, -0.893, 0.381, 0.419, 0.452, 0.505, 0.121, 0.358, -0.244, 0.718, -0.236, -0.270, 0.332, -1.036, -0.004, 0.308, -0.427, -1.054, 0.594, 0.438, 0.517, 0.529],
  "total_charge": 2,
  "relative_energy_ev": 2.335,
  "lumo_ev": -5.06,
  "multiplicity": 1,
  "largest_force_ev_per_a": 2.0
}

[3]
{
  "formula": "C26H32BrF4N4PPt",
  "method": "ωB97M-V/def2-TZVPD",
  "elements": ["Pt", "N", "C", "C", "N", "C", "C", "N", "H", "H", "H", "H", "H", "H", "H", "H", "H", "H", "H", "H", "H", "F", "C", "C", "F", "C", "F", "C", "P", "C", "C", "C", "C", "C", "C", "C", "C", "C", "C", "C", "C", "C", "Br", "C", "F", "H", "H", "H", "H", "H", "H", "H", "H", "H", "H", "C", "C", "C", "C", "N", "H", "H", "H", "H", "H", "H", "H", "H", "H"],
  "positions_angstrom": [[0.150, -0.222, -1.109], [1.359, 1.647, -0.615], [2.767, 1.512, -1.036], [2.788, 1.097, -2.491], [2.086, -0.185, -2.684], [2.921, -1.388, -2.477], [2.703, -2.017, -1.114], [1.252, -2.196, -0.900], [1.250, 1.905, 0.361], [0.896, 2.366, -1.161], [3.322, 2.442, -0.910], [3.239, 0.756, -0.410], [2.286, 1.854, -3.096], [3.821, 1.038, -2.837], [1.686, -0.209, -3.612], [2.684, -2.111, -3.258], [3.978, -1.140, -2.584], [3.234, -2.967, -1.067], [3.080, -1.386, -0.309], [0.869, -2.814, -1.611], [1.083, -2.648, -0.006], [-4.897, -3.761, 3.039], [-3.887, -3.026, 2.634], [-3.154, -2.294, 3.545], [-3.462, -2.330, 4.826], [-2.097, -1.526, 3.100], [-1.420, -0.835, 4.017], [-1.740, -1.457, 1.759], [-0.373, -0.371, 1.279], [1.089, -1.060, 2.088], [2.198, -0.245, 2.334], [3.371, -0.790, 2.839], [3.453, -2.155, 3.088], [2.356, -2.972, 2.847], [1.175, -2.427, 2.354], [-0.711, 1.265, 1.965], [-0.259, 1.673, 3.219], [-0.575, 2.941, 3.690], [-1.353, 3.798, 2.922], [-1.817, 3.392, 1.676], [-1.491, 2.133, 1.194], [-2.500, -2.207, 0.859], [-2.164, -2.246, -1.000], [-3.558, -2.980, 1.289], [-4.284, -3.694, 0.443], [2.137, 0.826, 2.176], [4.217, -0.148, 3.056], [4.366, -2.579, 3.489], [2.411, -4.032, 3.062], [0.316, -3.070, 2.195], [0.323, 1.002, 3.838], [-0.224, 3.254, 4.665], [-1.604, 4.782, 3.298], [-2.436, 4.057, 1.084], [-1.854, 1.816, 0.223], [-3.099, 2.086, -2.777], [-1.852, 1.326, -3.263], [-1.004, 2.217, -4.192], [-2.261, 0.029, -3.985], [-1.056, 0.989, -2.131], [-3.698, 2.362, -3.645], [-2.820, 2.996, -2.245], [-3.704, 1.457, -2.121], [-1.610, 2.493, -5.054], [-0.121, 1.682, -4.550], [-0.692, 3.132, -3.684], [-2.725, 0.296, -4.935], [-2.981, -0.534, -3.390], [-1.390, -0.598, -4.192]],
  "forces_ev_per_angstrom": [[0.262, -0.310, 0.327], [0.277, -0.029, -0.057], [-0.120, 0.060, 0.027], [-0.076, -0.108, 0.004], [-0.062, -0.024, -0.133], [0.010, 0.133, 0.014], [-0.139, -0.045, -0.026], [0.178, 0.021, 0.021], [0.070, 0.012, 0.028], [-0.008, 0.113, 0.035], [-0.022, 0.078, 0.028], [0.006, 0.010, 0.056], [-0.022, 0.019, 0.007], [0.048, -0.026, -0.062], [0.108, 0.000, -0.083], [-0.058, -0.031, 0.007], [0.037, 0.003, -0.076], [0.027, -0.052, 0.011], [-0.019, 0.000, 0.039], [-0.014, -0.055, -0.028], [0.053, 0.025, 0.041], [0.009, -0.006, -0.015], [-0.188, -0.093, 0.128], [-0.099, -0.060, 0.229], [0.013, 0.009, -0.013], [0.085, 0.124, 0.085], [0.059, -0.083, -0.106], [-0.027, 0.057, 0.039], [-0.218, 0.175, -0.189], [0.052, 0.098, 0.094], [0.049, -0.049, -0.001], [-0.029, 0.029, -0.031], [0.019, -0.010, 0.013], [-0.067, 0.010, -0.009], [0.071, -0.038, 0.043], [0.002, 0.015, 0.022], [0.007, 0.114, 0.092], [0.013, -0.056, -0.014], [0.001, -0.002, -0.003], [0.009, -0.039, 0.001], [-0.001, 0.051, 0.043], [0.079, 0.034, -0.063], [-0.007, -0.048, -0.189], [-0.067, -0.084, -0.121], [0.047, 0.024, -0.052], [0.034, -0.022, -0.007], [-0.057, -0.031, -0.022], [-0.045, 0.023, -0.022], [-0.012, 0.043, -0.011], [-0.006, -0.012, 0.029], [-0.020, 0.040, -0.015], [-0.014, -0.018, -0.047], [0.013, -0.054, -0.022], [0.029, -0.035, 0.020], [-0.013, 0.001, -0.021], [0.056, -0.009, 0.033], [0.039, 0.077, 0.114], [0.069, -0.028, 0.091], [0.044, -0.010, 0.059], [-0.381, 0.038, -0.219], [-0.019, 0.003, 0.037], [-0.017, -0.018, -0.039], [0.015, 0.026, -0.029], [0.030, 0.022, -0.014], [-0.063, 0.036, 0.005], [-0.027, -0.055, -0.046], [-0.010, -0.033, 0.030], [0.051, 0.015, -0.046], [-0.044, 0.031, -0.021]],
  "mulliken_charge": [2.893, -0.674, -0.586, -0.929, -0.255, -0.986, -0.305, -0.550, 0.177, 0.366, 0.555, 0.140, 0.359, 0.475, 0.230, 0.464, 0.332, 0.561, -0.042, 0.364, 0.054, -0.246, 0.623, 0.300, -0.260, 0.317, -0.340, -0.167, -0.482, 1.203, -0.614, -0.908, -0.768, -0.834, -0.962, 0.402, -0.221, -0.797, -0.661, -0.595, -0.604, 0.159, -0.097, 0.312, -0.303, 0.517, 0.473, 0.451, 0.499, 0.545, 0.481, 0.458, 0.434, 0.478, 0.294, -1.629, 1.200, -1.457, -1.468, 0.189, 0.454, 0.373, 0.384, 0.445, 0.294, 0.386, 0.447, 0.298, 0.351],
  "total_charge": 2,
  "relative_energy_ev": 0.369,
  "lumo_ev": [-5.10, -7.14],
  "multiplicity": 5,
  "largest_force_ev_per_a": 0.5
}